Molecular formula: C13H11Cl3FeN2O4S
Method: DFT, ωB97M-V/def2-TZVPD

```
35
Properties=species:S:1:pos:R:3:forces:R:3
Fe 0.67735 -0.33425 -0.14990 -0.1 0.1 0.0
Cl 1.73267 -2.26270 0.82477 0.0 -0.1 0.0
C 0.44931 -2.96296 1.77786 0.0 0.0 0.0
C 0.81284 -3.77062 2.83371 0.0 0.0 0.0
C -0.16547 -4.40523 3.58867 0.0 0.0 0.0
C -1.49500 -4.21301 3.24811 0.0 0.0 0.0
C -1.82683 -3.39225 2.18489 0.0 0.0 0.0
Cl -3.53132 -3.21937 1.82700 0.0 0.0 0.0
C -0.88468 -2.70275 1.39625 0.0 0.0 0.0
S -1.29046 -1.67543 0.07743 0.0 0.0 0.0
H 1.86330 -3.89355 3.06298 0.0 0.0 0.0
H 0.10427 -5.03238 4.42873 0.0 0.0 0.0
H -2.28859 -4.68963 3.80898 0.0 0.0 0.0
C -2.53240 1.51073 -0.92022 0.0 0.0 0.0
C -1.16134 2.04932 -1.10615 0.0 0.0 0.0
N -0.04248 1.41676 -0.84644 0.0 0.0 0.0
C 0.97705 2.28999 -1.11183 0.0 0.0 -0.1
C 0.47367 3.47243 -1.57007 0.0 0.1 0.1
N -0.88790 3.30511 -1.55150 0.0 0.0 0.0
C 1.10253 4.73916 -2.01304 0.0 0.0 0.0
O 2.39425 4.76577 -1.96535 -0.1 0.1 0.0
O 0.38404 5.65737 -2.40102 0.0 0.0 0.0
C 2.36816 1.86178 -0.82681 -0.1 0.0 0.1
O 3.30322 2.69727 -1.08753 0.0 0.0 0.0
O 2.50201 0.73486 -0.34158 0.1 0.0 0.0
H -2.46656 0.58791 -0.34522 0.0 0.0 0.0
H -3.01087 1.29897 -1.87932 0.0 0.0 0.0
H -3.15333 2.22053 -0.36943 0.0 0.0 0.0
H -1.53370 4.02945 -1.81368 0.0 0.0 0.0
H 2.84440 3.77598 -1.54295 0.1 -0.1 0.0
C 0.93068 -1.00922 -2.04327 0.0 0.0 0.0
H 0.03942 -0.81892 -2.66306 0.0 0.0 0.0
H 1.10553 -2.09450 -2.08985 0.0 0.0 0.0
H 1.78069 -0.51910 -2.54451 0.0 0.0 0.0
Cl 0.42551 0.58251 2.12335 0.0 0.0 0.0
```
Positions in Å, forces in eV/Å.

Kohn-Sham gap (spin up / spin down) = 5.860 / 5.897 eV
total charge = -2
energy relative to the best compared isomer or geometry (same formula, charge and spin) = 1.8 kcal/mol

Molecular formula: C16H29F3N2O17Ti
Method: DFT, ωB97M-V/def2-TZVPD

```
68
Properties=species:S:1:pos:R:3:forces:R:3
Ti 0.75450 0.12684 0.86523 0.0 0.1 0.2
N 2.21057 -1.41695 3.41348 0.3 0.6 0.1
O 3.39471 -1.04452 3.36211 -0.7 -0.4 -0.1
O 1.64473 -1.64487 4.49111 0.1 -0.2 -0.4
O 1.54227 -1.55325 2.32374 0.0 0.2 0.0
N 2.12781 2.37781 3.16320 0.6 -0.8 -0.6
O 1.30576 1.75049 2.42375 -0.3 0.1 0.0
O 2.92076 3.17372 2.61874 -0.2 0.5 -0.1
O 2.18590 2.13676 4.35689 -0.3 0.2 0.4
C -1.24411 -3.12080 3.37965 -0.3 -0.6 0.6
C -1.48689 -1.66006 3.64976 1.0 -0.4 -0.1
O -2.65952 -1.19431 2.92778 -0.2 0.2 0.6
C -2.42945 -0.67358 1.75388 0.1 0.2 0.2
O -1.41123 -0.78360 1.11556 0.6 -0.2 -0.5
O -3.49647 0.00104 1.34800 -0.4 0.0 0.2
C -3.38267 0.71181 0.12325 0.0 0.1 -0.6
H -0.30315 -3.43874 3.82600 0.2 0.3 -0.1
H -1.20926 -3.33034 2.31298 0.0 0.0 -0.1
H -2.00097 -3.74388 3.87870 -0.1 0.1 -0.4
H -0.59338 -1.10878 3.34790 -0.3 0.2 0.0
H -1.66134 -1.47496 4.70419 -0.3 0.1 0.0
H -2.52035 0.38432 -0.45573 0.0 -0.1 0.1
H -3.28288 1.77873 0.32001 0.0 0.0 0.1
H -4.29762 0.52510 -0.44003 0.0 0.0 0.0
C 3.02145 1.01893 -4.52374 0.2 -0.3 0.3
C 2.52464 0.93382 -3.09474 0.0 0.5 -0.1
O 3.65165 1.23982 -2.25514 0.1 -0.4 -0.6
C 3.52080 0.90305 -0.98024 0.4 0.4 0.5
O 2.51065 0.49065 -0.47576 -0.8 -0.2 0.0
O 4.65202 1.11097 -0.35562 0.4 0.2 -0.1
C 4.61663 0.92204 1.07181 -0.2 -0.4 0.9
H 3.40034 2.02116 -4.71318 -0.1 0.0 -0.2
H 2.23748 0.75012 -5.23023 -0.1 0.2 0.0
H 3.83637 0.30653 -4.66653 0.0 0.1 0.0
H 2.10808 -0.04217 -2.84944 0.1 0.0 0.1
H 1.77863 1.70741 -2.89190 -0.2 -0.2 -0.1
H 5.63042 0.69384 1.38359 0.1 0.1 -0.1
H 3.97464 0.09016 1.37020 0.1 0.0 -0.2
H 4.23384 1.80567 1.58518 0.1 0.1 -0.3
C 0.88183 5.17773 0.05519 0.1 0.3 0.1
C 0.62713 3.70631 -0.05910 0.4 -0.1 0.1
O -0.14604 3.49619 -1.26778 -0.2 -0.1 -0.2
C -0.42441 2.24508 -1.58148 -0.2 0.0 -0.1
O -0.22887 1.25845 -0.90795 0.1 -0.1 0.3
O -1.01018 2.21716 -2.79302 0.1 0.0 0.1
C -1.48442 0.93831 -3.23728 -0.2 0.1 0.1
H -0.01141 5.71721 0.37092 0.0 0.1 -0.1
H 1.25009 5.58523 -0.88840 -0.1 0.0 0.0
H 1.66179 5.32602 0.80084 0.0 0.0 0.1
H 0.11102 3.30800 0.80776 -0.1 -0.2 0.0
H 1.56872 3.16380 -0.14156 0.0 -0.1 0.0
H -1.38383 0.93109 -4.31866 0.0 0.0 0.0
H -2.53997 0.84967 -2.97281 0.1 -0.1 0.0
H -0.94320 0.10821 -2.79154 0.1 0.1 0.0
C -4.49305 -3.98898 -1.14756 -0.8 -0.2 0.3
C -3.66372 -3.25131 -0.12575 -1.0 1.3 -0.1
O -2.27022 -3.41803 -0.33401 0.4 -0.7 0.8
C -1.70427 -2.64204 -1.21507 0.2 0.3 -0.6
O -2.24925 -1.89693 -1.98105 0.0 0.1 0.0
C -0.17252 -2.82495 -1.23014 -0.1 0.3 0.4
F 0.18837 -3.55980 -2.28469 0.0 -0.1 -0.3
F 0.41381 -1.62211 -1.34571 0.0 -0.1 0.0
F 0.26249 -3.41951 -0.13568 0.2 0.0 0.1
H -4.54845 -5.06019 -0.94832 0.3 0.0 -0.2
H -4.18315 -3.78433 -2.16738 0.3 -0.1 0.0
H -5.53062 -3.63725 -1.08291 0.2 0.0 0.1
H -3.88889 -3.47363 0.91505 0.3 -0.7 -0.1
H -3.89414 -2.17933 -0.17631 0.2 -0.1 -0.3
```
Positions in Å, forces in eV/Å.

expectation value of S² = 3.75
Kohn-Sham gap (spin up / spin down) = 3.000 / 7.564 eV
multiplicity = 4
total charge = -1
energy relative to the best compared isomer or geometry (same formula, charge and spin) = 24.5 kcal/mol

Molecular formula: C10H10N2O
Method: DFT, ωB97M-V/def2-TZVPD

```
23
Properties=species:S:1:pos:R:3:forces:R:3
C 3.35402 -1.58682 0.37044 2.4 3.3 0.0
C 2.64847 -0.22632 0.05031 0.2 1.6 -2.6
C 1.10814 -0.25501 -0.17440 -1.0 -2.1 2.1
C -0.92061 -0.91892 -0.13898 -3.5 0.6 1.2
C -2.27551 -1.52615 -0.07006 4.1 -3.2 -1.9
C -3.45183 -0.92624 0.00329 -4.1 3.5 -1.7
C -3.41474 0.60566 0.03856 -0.1 -1.3 1.5
C -2.20897 1.23481 0.22769 0.6 0.2 0.8
C -1.01747 0.43720 0.16388 2.5 1.0 -0.4
C 0.91205 2.35955 -0.18538 0.6 -1.3 0.7
H 3.36229 -2.26640 -0.42035 -1.1 -1.1 -1.5
H 2.94851 -2.01902 1.25527 0.0 -0.4 0.7
H 4.49771 -1.38394 0.35698 -1.9 0.0 0.9
H -2.11460 -2.57556 -0.36499 -1.0 0.0 0.6
H -4.57299 -1.41422 -0.27966 3.6 1.1 1.2
H -4.30157 1.26242 0.20191 0.5 -1.1 -0.5
H -2.12325 2.30746 0.60212 -0.2 -1.5 -1.0
H 1.52607 2.09391 -1.09638 -1.0 0.9 1.1
H 1.58082 2.86626 0.58979 -0.7 -1.6 -0.8
H 0.13766 3.14379 -0.30267 -0.2 -1.3 -0.4
N 0.35256 -1.43238 -0.30667 0.9 3.9 0.5
N 0.34592 0.84767 0.24046 0.6 2.2 -2.0
O 3.22108 0.86146 -0.22384 -1.0 -3.6 1.5
```
Positions in Å, forces in eV/Å.

Kohn-Sham gap = 8.416 eV
total charge = 0
structure (SMILES) = CC(=O)c1nc2ccccc2n1C
energy relative to the best compared isomer or geometry (same formula, charge and spin) = 77.1 kcal/mol

Molecular formula: C4H17NO3
Method: DFT, ωB97M-V/def2-TZVPD

```
25
Properties=species:S:1:pos:R:3:forces:R:3
C 2.22781 -2.60337 1.78120 1.5 -0.5 0.7
C 1.56680 -1.17632 1.72253 0.3 0.1 0.8
C 0.02929 -1.24067 2.09427 -1.1 0.1 -2.6
N -0.71986 -0.02553 1.63936 1.2 1.4 1.5
C -2.07306 0.07136 2.28151 1.1 -0.5 -0.2
H 1.54509 -3.47584 1.59165 0.5 1.1 0.0
H 3.12736 -2.68581 1.11642 -1.1 0.2 -0.1
H 2.78348 -2.85216 2.73522 -1.2 0.5 -0.4
H 2.00087 -0.44427 2.49516 -0.3 -1.3 -0.7
H 1.91181 -0.68503 0.77253 -1.3 -0.6 0.5
H -0.63934 -2.02260 1.49058 2.1 0.7 1.6
H -0.04106 -1.34930 3.18614 -0.1 -0.4 -0.2
H -0.14230 0.84803 1.88187 -1.2 -1.6 -0.3
H -2.68065 -0.75216 1.87196 0.2 0.1 0.4
H -2.08487 0.03509 3.42979 0.0 0.2 -1.6
H -2.47724 0.97383 1.84739 -0.5 0.4 0.5
H -0.43289 -0.42412 -0.50815 -0.1 0.5 1.0
H -1.14554 -1.41558 -1.36571 -1.3 -0.9 -0.1
O -0.36844 -0.90126 -1.32873 1.4 0.4 -0.7
H -4.47407 1.19947 -5.73141 0.7 0.5 0.0
H -3.62386 2.53568 -5.70731 -0.2 -1.3 -0.1
O -3.57003 1.55690 -5.83399 -0.5 0.8 0.2
H 2.70235 5.40054 -4.22599 -1.4 1.9 -2.8
H 3.65317 4.39386 -3.81434 -2.1 1.7 1.8
O 2.92518 5.03925 -3.42195 3.5 -3.6 1.0
```
Positions in Å, forces in eV/Å.

Kohn-Sham gap = 10.308 eV
total charge = 0
structure (SMILES) = CCCNC.O.O.O
energy relative to the best compared isomer or geometry (same formula, charge and spin) = 47.7 kcal/mol